Entry 1:
Molecular formula: C4H9NOS
Method: DFT, ωB97M-V/def2-TZVPD

Last column: Löwdin charge in e.
Cartesian coordinates (Å):
C: -0.5486 -1.3716 -0.5892  -0.29
C: -1.5801 -1.0646 0.4652  -0.34
C: 0.5498 0.6631 -0.5150  -0.24
C: 0.9593 1.8137 0.3335  -0.12
N: 0.6669 -0.6922 -0.3064  -0.06
O: -3.4087 0.7273 -0.6759  -0.61
S: -2.3468 0.6797 0.3540  0.86
H: -0.2394 -2.3823 -0.5126  0.11
H: -0.8056 -1.1720 -1.5840  0.11
H: -2.4302 -1.7591 0.4998  0.09
H: -1.1157 -1.0759 1.3782  0.04
H: 0.2495 0.8920 -1.5564  0.12
H: 0.2343 2.2693 1.0261  0.05
H: 1.1579 2.6469 -0.5271  0.13
H: 1.8729 1.6581 0.8932  0.06
H: 0.8606 -1.0245 0.6021  0.11

Values from the calculation:
Lowest unoccupied orbital energy (spin up / spin down) = 0.8 / -0.4 eV
Relative energy (zero: lowest compared OMol25 entry of this formula, charge and spin) = 4.304 eV
HOMO energy (spin up / spin down) = -8.2 / -6.7 eV
Frontier orbital gap (spin up / spin down) = 8.98 / 6.27 eV



Entry 2:
Molecular formula: C7H16NO3PS
Method: DFT, ωB97M-V/def2-TZVPD

Last column: Löwdin charge in e.
Cartesian coordinates (Å):
C: -2.6014 -0.5017 -0.3182  -0.79
C: 2.4939 0.3274 -1.6120  -0.10
C: 0.0186 3.2579 0.7419  -0.04
C: -2.5966 -2.7277 0.4159  -0.12
C: -0.1194 -1.1811 -1.3538  -0.05
C: 3.0038 -0.2166 -0.2899  -0.24
C: 0.1134 1.8182 1.3265  -0.21
N: -2.9657 -1.3364 0.5701  -0.10
O: -0.2203 -1.3232 1.5147  -0.27
O: 1.8857 -0.7207 0.4596  -0.22
O: -0.0808 0.8805 0.2021  -0.33
P: 0.3227 -0.6873 0.3143  0.37
S: -2.8604 0.9218 -0.8985  0.73
H: 2.0469 -0.5570 -1.9667  0.04
H: 1.7645 1.1542 -1.5993  0.08
H: 3.2626 0.6995 -2.1973  0.05
H: 0.7838 3.3417 -0.0791  0.10
H: -0.8684 3.6202 0.3300  0.05
H: 0.3035 3.8703 1.5151  0.04
H: -1.9960 -3.0658 1.3779  0.11
H: -3.4178 -3.5105 0.5844  0.09
H: -2.0520 -2.9399 -0.5110  0.07
H: -0.4661 -0.3798 -2.0597  0.05
H: 0.0602 -2.2142 -1.5488  0.02
H: 3.7301 0.4439 0.3838  0.15
H: 3.7396 -1.0090 -0.6380  0.12
H: -0.5951 1.5388 2.1165  0.12
H: 0.9615 1.6147 1.8920  0.09
H: -3.6509 -1.1181 1.3275  0.17

Values from the calculation:
Lowest unoccupied orbital energy (spin up / spin down) = -0.2 / -0.4 eV
Relative energy (zero: lowest compared OMol25 entry of this formula, charge and spin) = 3.511 eV
HOMO energy (spin up / spin down) = -8.5 / -7.1 eV
Frontier orbital gap (spin up / spin down) = 8.31 / 6.78 eV



Entry 3:
Molecular formula: C10H11BrN5O6PS
Method: DFT, ωB97M-V/def2-TZVPD

Last column: Löwdin charge in e.
Cartesian coordinates (Å):
S: -5.1822 -0.1881 -3.2750  0.37
Br: -2.5355 -1.7212 1.6877  0.87
N: -0.8920 -1.1626 3.7045  0.07
N: 1.9318 0.7699 5.4135  0.13
N: 1.6187 1.3738 3.2252  0.15
O: 2.3701 0.4891 0.8310  0.05
O: 1.7823 -0.1681 -2.2812  0.07
O: -1.0812 0.7445 -0.1047  -0.04
O: -3.8286 1.0936 -1.0980  -0.14
O: -3.0699 1.5599 -3.4744  -0.16
O: -2.6638 -0.6977 -2.1920  -0.25
C: -1.0682 -0.9060 2.4482  -0.74
C: 1.1752 0.4544 0.0719  -0.17
C: 0.9374 0.2047 -1.2071  -0.16
C: 2.2225 1.5254 4.3625  -0.48
C: 0.9571 -0.1139 5.3399  -0.04
C: 0.6482 0.4544 3.1456  -0.23
C: 0.2405 -0.3568 4.1666  -0.15
N: 2.9856 2.6405 4.4955  0.15
N: -0.1417 0.1230 2.0516  0.08
C: -1.2659 -0.4982 -2.3992  -0.13
C: -0.0210 0.8943 0.8406  -0.21
C: -0.5098 0.5356 -1.4148  -0.19
P: -3.6589 0.4997 -2.4893  -0.12
H: 2.2912 0.7314 1.7616  0.03
H: 2.6453 -0.5005 -2.0046  0.12
H: -3.0179 0.7399 -0.6100  0.09
H: -3.7447 2.2055 -3.6559  0.07
H: 0.6972 -0.6997 6.2350  0.13
H: 2.9893 2.7385 5.5177  0.12
H: 2.6708 3.2881 3.8049  0.10
H: -1.0652 -0.2297 -3.4575  0.13
H: -0.7682 -1.5483 -2.4008  0.16
H: 0.1271 2.0021 1.0610  0.20
H: -0.5158 1.3040 -2.1278  0.13

Values from the calculation:
Lowest unoccupied orbital energy = -0.1 eV
Relative energy (zero: lowest compared OMol25 entry of this formula, charge and spin) = 1.941 eV
HOMO energy = -8.6 eV
Frontier orbital gap = 8.52 eV